Computed, not measured: a cluster of 7 separate species, C39H39F49O11 in total, with the ωB97M-V functional and the def2-TZVPD basis.

Structure (XYZ):
```
138
Properties=species:S:1:pos:R:3:forces:R:3
C -2.7130 -2.6814 -2.9454 0.018 -0.079 0.019
O -2.6854 -3.2514 -1.6500 -0.041 -0.008 0.049
C -1.5467 -4.0330 -1.3972 0.404 0.017 -0.048
C -0.2412 -3.2297 -1.2898 -0.207 0.020 -0.073
C 0.8749 -4.1383 -0.7580 -0.215 0.266 0.050
C 2.3163 -3.7224 -1.0474 0.087 -0.330 0.442
F 3.1080 -4.8771 -0.8926 -0.041 0.266 -0.070
C 2.8134 -2.7287 -0.0006 -0.333 0.395 -0.366
O 3.8945 -1.9985 -0.6231 -0.266 0.094 0.371
C 3.5326 -1.8287 -1.9090 -0.184 0.135 -0.429
O 3.8572 -0.8891 -2.5776 0.182 -0.202 0.136
C 2.6839 -3.0121 -2.3620 0.534 -0.678 -0.393
C 3.6172 -3.8293 -3.2920 0.004 0.357 0.111
O 2.9742 -5.0498 -3.5932 -0.241 0.090 -0.153
O 3.9160 -5.9338 -4.1848 0.355 0.002 0.068
H -2.4046 -3.4169 -3.7023 -0.048 0.065 0.055
H -2.0590 -1.8045 -3.0185 -0.066 -0.038 -0.013
H -3.7436 -2.3827 -3.1424 0.137 0.025 0.021
H -1.4143 -4.7782 -2.1990 -0.076 -0.025 0.130
H -1.7156 -4.5664 -0.4563 -0.134 0.073 -0.110
H -0.0100 -2.8289 -2.2801 0.042 -0.024 0.085
H -0.4158 -2.3737 -0.6267 0.078 -0.073 -0.078
H 0.7191 -5.1643 -1.1004 0.185 0.077 -0.178
H 0.7738 -4.1612 0.3358 0.055 -0.212 -0.123
H 2.0066 -2.0029 0.1689 0.093 -0.117 0.272
H 3.1197 -3.1855 0.9398 0.176 0.014 -0.257
H 1.8544 -2.6922 -2.9897 -0.145 0.102 0.365
H 3.7485 -3.2373 -4.2103 0.118 -0.067 0.118
H 4.5975 -3.9885 -2.8295 -0.182 -0.217 0.030
H 4.2035 -5.4860 -4.9983 -0.266 0.031 -0.012
F 0.6352 3.5563 -5.3921 -0.019 -0.048 0.081
C 1.5506 4.4635 -5.7859 0.012 0.077 -0.082
F 1.7748 4.2891 -7.1069 -0.013 -0.006 0.010
C 2.8714 4.2669 -5.0357 0.045 -0.243 0.059
F 3.3947 3.0628 -5.3393 -0.035 0.041 0.006
F 3.7032 5.2264 -5.5392 0.006 0.063 0.000
C 2.8688 4.4782 -3.5144 0.180 0.380 0.335
O 2.8091 3.3166 -2.7083 -0.090 -0.348 -0.395
C 1.6318 2.7864 -2.2726 0.110 0.286 0.102
F 0.5688 3.5386 -2.6064 -0.038 -0.027 -0.085
F 1.6775 2.7513 -0.9158 -0.048 -0.001 0.188
C 1.4637 1.3352 -2.7275 0.057 -0.176 -0.017
F 1.4354 1.2628 -4.0701 -0.060 0.046 -0.017
F 0.2796 0.8674 -2.2490 -0.009 -0.020 0.008
H 1.1594 5.4713 -5.6242 -0.009 -0.009 0.018
H 3.8491 4.8995 -3.2967 0.002 -0.012 -0.010
H 2.1304 5.2222 -3.2144 -0.119 -0.084 -0.112
H 2.2772 0.7161 -2.3480 0.042 0.084 -0.028
F 0.4275 3.9120 4.2917 -0.105 -0.066 -0.014
C 0.8167 4.3786 3.0869 0.050 0.071 0.045
F 1.1377 5.6825 3.2279 0.005 -0.008 0.010
C -0.3033 4.2626 2.0513 -0.319 0.048 0.094
F -1.3594 5.0325 2.4034 0.073 -0.030 0.028
F 0.2283 4.7943 0.9143 0.041 -0.013 -0.111
C -0.7894 2.8560 1.6732 -0.044 -0.303 -0.623
O -2.0089 2.4182 2.2509 0.059 0.335 0.501
C -2.0348 1.7384 3.4418 0.054 -0.137 -0.266
F -0.8024 1.4482 3.8931 0.032 0.075 0.016
F -2.6658 0.5620 3.2246 -0.026 -0.087 -0.002
C -2.8497 2.4868 4.5012 -0.199 0.195 0.181
F -2.3075 3.7003 4.7292 0.078 -0.003 -0.038
F -2.8198 1.7869 5.6555 0.010 -0.064 -0.038
H 1.6953 3.8276 2.7533 0.047 -0.014 -0.022
H -1.0232 2.9224 0.6109 0.024 0.045 -0.002
H 0.0022 2.1132 1.7651 0.046 0.072 0.223
H -3.8869 2.6196 4.1823 0.010 -0.093 -0.055
F -7.4439 5.0618 -0.0309 -0.040 0.022 0.088
C -6.2867 4.6039 -0.5438 0.075 0.003 -0.107
F -6.5759 3.8587 -1.6347 -0.014 0.007 0.002
C -5.5499 3.7199 0.4663 -0.146 -0.167 0.188
F -6.2893 2.6208 0.7352 0.019 0.043 -0.016
F -4.4223 3.3083 -0.1851 0.065 0.050 -0.036
C -5.0643 4.3656 1.7719 0.470 0.167 0.294
O -5.8514 4.1522 2.9293 -0.279 -0.245 -0.255
C -6.8679 4.9873 3.3074 0.212 0.018 0.148
F -6.9556 6.0799 2.5328 -0.006 -0.019 -0.115
F -6.6042 5.4047 4.5658 0.016 0.073 0.019
C -8.1924 4.2215 3.3629 -0.101 -0.123 0.135
F -8.4857 3.7488 2.1352 -0.055 0.044 -0.117
F -9.1800 5.0562 3.7499 0.026 0.037 -0.034
H -5.6615 5.4475 -0.8476 -0.006 0.008 0.016
H -4.1329 3.8508 2.0009 0.067 -0.023 -0.088
H -4.8080 5.4170 1.6369 -0.204 0.030 -0.117
H -8.1190 3.3899 4.0666 0.009 -0.013 -0.023
F 5.5647 5.6229 1.1295 0.057 0.043 0.004
C 4.7404 4.7324 1.7090 -0.047 -0.099 -0.022
F 3.4766 4.9993 1.3026 -0.020 0.002 0.012
C 4.8047 4.8417 3.2361 0.119 0.178 0.102
F 4.3753 6.0482 3.6397 -0.011 -0.021 -0.066
F 3.9091 3.9039 3.6895 0.008 -0.042 -0.045
C 6.1394 4.4918 3.9130 0.175 -0.410 0.316
O 6.9608 5.5738 4.2992 -0.317 0.348 -0.232
C 7.9338 6.0823 3.4850 0.081 -0.169 0.180
F 8.0719 5.3806 2.3477 -0.072 0.003 -0.090
F 9.1077 5.9994 4.1518 0.072 -0.037 -0.020
C 7.6987 7.5708 3.2014 0.023 0.067 0.021
F 6.5218 7.7429 2.5699 -0.013 -0.024 -0.027
F 8.6873 8.0191 2.3977 -0.002 0.018 -0.008
H 5.0047 3.7221 1.3840 0.026 0.015 -0.001
H 5.8508 4.0291 4.8558 -0.011 0.009 -0.004
H 6.6907 3.7407 3.3462 -0.052 0.100 -0.155
H 7.6987 8.1355 4.1352 0.001 -0.006 0.005
F -9.8510 -0.6409 4.4603 -0.024 -0.019 -0.075
C -8.7577 -1.0428 5.1344 0.024 -0.038 0.098
F -8.7388 -0.4053 6.3268 -0.017 0.006 -0.009
C -7.4793 -0.6852 4.3709 -0.008 0.174 -0.137
F -7.3670 0.6583 4.2683 -0.016 -0.025 0.007
F -6.4629 -1.1259 5.1694 0.020 -0.043 0.019
C -7.2500 -1.3439 3.0022 0.318 -0.342 -0.210
O -7.5558 -0.5681 1.8634 -0.194 0.341 0.266
C -8.7733 -0.6089 1.2407 0.204 -0.115 -0.058
F -9.5864 -1.5500 1.7512 -0.027 0.002 0.128
F -8.5553 -0.9270 -0.0545 -0.041 -0.065 -0.049
C -9.4308 0.7732 1.2516 -0.044 0.279 -0.129
F -9.6504 1.1719 2.5204 -0.011 -0.067 0.065
F -10.6226 0.7071 0.6171 0.011 -0.063 0.003
H -8.8124 -2.1202 5.3111 -0.002 -0.001 -0.017
H -6.1704 -1.4794 2.9478 0.000 0.003 0.008
H -7.6977 -2.3372 2.9564 -0.159 0.080 0.092
H -8.7884 1.4990 0.7493 0.018 -0.019 0.015
F 6.3778 -10.4337 -1.6967 0.050 -0.039 -0.075
C 5.3534 -9.5788 -1.5090 -0.044 0.075 0.085
F 4.6704 -9.9765 -0.4118 0.016 -0.005 -0.002
C 4.4020 -9.5890 -2.7085 -0.041 -0.220 -0.130
F 3.8397 -10.8097 -2.8364 0.048 0.030 0.017
F 3.4147 -8.7090 -2.3766 -0.007 0.057 0.011
C 4.9516 -9.1144 -4.0620 -0.105 0.455 -0.342
O 5.3257 -10.1158 -4.9924 -0.054 -0.377 0.382
C 6.5920 -10.6196 -5.0580 -0.062 0.202 -0.167
F 7.4432 -9.9960 -4.2267 -0.004 -0.007 0.110
F 7.0471 -10.4162 -6.3187 0.068 0.039 -0.041
C 6.6040 -12.1372 -4.8375 0.001 -0.063 -0.037
F 6.1310 -12.4357 -3.6134 0.008 0.031 0.047
F 7.8790 -12.5776 -4.9239 0.003 -0.017 0.001
H 5.7434 -8.5724 -1.3359 0.011 -0.002 -0.016
H 4.1085 -8.6154 -4.5367 -0.014 -0.004 0.034
H 5.7271 -8.3585 -3.9378 0.083 -0.124 0.149
H 5.9937 -12.6308 -5.5957 -0.003 0.008 -0.004
```
Forces are in eV/Å.

Computed properties:
- Structure (SMILES): COCCC[C@]1(F)COC(=O)[C@H]1COO.FC(F)C(F)(F)COC(F)(F)C(F)F.FC(F)C(F)(F)COC(F)(F)C(F)F.FC(F)C(F)(F)COC(F)(F)C(F)F.FC(F)C(F)(F)COC(F)(F)C(F)F.FC(F)C(F)(F)COC(F)(F)C(F)F.FC(F)C(F)(F)COC(F)(F)C(F)F
- DFT total energy: -196752.23378 eV
- Strongest force on any atom: 0.948 eV/Å

These are the Mulliken partial charges, in e, on atoms 1 to 6: -0.549, -0.375, -0.862, 0.267, -1.593, 1.738